No. 1
17
Properties=species:S:1:pos:R:3 method="wB97M-V/def2-TZVPD" spin_multiplicity=1 e_homo_ev=-10.105 homo_lumo_gap_ha=0.3759 e_tot_ha=-550.4363
O -2.92577 0.25840 -4.93718
C -2.85666 -0.39730 -3.94319
O -1.76665 -1.01168 -3.44684
C -2.51126 -1.58506 -2.31720
C -1.91710 -1.15510 -0.99513
N -1.77378 0.28615 -0.93165
C -4.48462 0.20115 -2.03117
O -4.58024 1.34987 -2.37896
C -3.78494 -0.87292 -2.83818
H -2.53486 -2.67632 -2.41046
H -2.61105 -1.48207 -0.20719
H -0.97916 -1.71566 -0.84004
H -0.88941 0.56473 -0.51858
H -4.54122 -1.57833 -3.21194
H -2.53628 0.70278 -0.35847
O -5.13560 -0.20608 -0.90022
H -5.14961 -1.16641 -0.80183

---

No. 2
17
Properties=species:S:1:pos:R:3 method="wB97M-V/def2-TZVPD" spin_multiplicity=1 e_homo_ev=-15.180 homo_lumo_gap_ha=0.3829 charge=+1 e_tot_ha=-322.1799 smiles=CCN1N[N+]12CC2
C -1.96741 0.25725 -0.72306
C -1.31919 -0.68623 0.28964
N -0.30908 -1.28458 -0.44268
N 0.90186 -1.83100 0.12767
N 1.10635 -0.51799 -0.26591
C 1.66300 0.59411 0.49390
C 2.43055 0.18926 -0.63897
H -1.57702 1.26125 -0.64856
H -1.87757 -0.17094 -1.68224
H -2.98961 0.18911 -0.65951
H -2.13700 -1.48435 0.53222
H -1.03957 -0.33851 1.21940
H 0.83019 -1.83804 1.21493
H 1.83901 0.34414 1.56838
H 1.02983 1.47043 0.41859
H 3.32919 -0.43852 -0.53331
H 2.31699 0.93621 -1.51936

---

No. 3
19
Properties=species:S:1:pos:R:3 method="wB97M-V/def2-TZVPD" spin_multiplicity=1 e_homo_ev=-8.977 homo_lumo_gap_ha=0.3294 e_tot_ha=-439.3698
C -0.75270 1.32919 -0.73284
C -0.69135 0.38941 0.48269
N -1.35215 1.08477 1.60547
O -0.14365 2.58320 -0.43432
O -1.05073 -0.85515 0.24928
H -0.55805 2.86898 0.39518
H -1.04067 0.65468 2.47029
H -2.34703 0.89494 1.52972
H -0.20577 0.89302 -1.56595
H -1.80186 1.44126 -1.03005
C 0.85331 -1.75892 0.19613
C 1.23573 -1.66271 -1.23076
O 0.74962 0.29641 0.88750
H 1.22054 1.09245 0.58287
H 1.67330 -1.75149 0.90382
H 0.12610 -2.51707 0.44463
H 1.84638 -2.55120 -1.45717
H 0.35787 -1.62644 -1.86643
H 1.88111 -0.80532 -1.43007

---

No. 4
15
Properties=species:S:1:pos:R:3 method="wB97M-V/def2-TZVPD" spin_multiplicity=1 e_homo_ev=-12.630 homo_lumo_gap_ha=0.3323 charge=+1 e_tot_ha=-722.2494 smiles="[NH2+]=C(O)OCCS"
N -1.77470 -1.68073 1.19023
C -1.31536 -0.53468 0.88448
O -1.95018 0.44108 1.39672
O -0.22284 -0.54251 0.17994
C 0.76505 0.40850 -0.01440
C 0.97187 0.51784 -1.53750
S 2.51128 1.44243 -1.66427
H -1.18817 -2.44817 0.93919
H -2.74306 -1.80883 1.51145
H -1.70185 1.31803 1.00506
H 0.56703 1.37966 0.35168
H 1.74457 0.05697 0.43489
H 1.14668 -0.47367 -2.10610
H 0.08766 1.16596 -1.96290
H 3.10202 0.75813 -0.60846

---

No. 5
10
Properties=species:S:1:pos:R:3 method="wB97M-V/def2-TZVPD" spin_multiplicity=2 e_homo_ev="-15.110 / -14.836" homo_lumo_gap_ha="0.4358 / 0.2563" charge=+1 e_tot_ha=-549.0649 s_squared=0.753
S -1.63737 1.02635 -1.74314
H -0.79202 0.62799 -2.70641
N 1.05127 0.65805 0.75560
C 0.53784 -0.55097 0.80745
N -0.55037 -0.88905 0.23530
H 0.66645 1.27241 -0.01141
H 1.93990 0.85925 1.14899
H 0.97871 -1.06811 1.67790
H -0.97040 -1.91158 0.25740
H -1.22402 -0.02433 -0.42168

---

No. 6
22
Properties=species:S:1:pos:R:3 method="wB97M-V/def2-TZVPD" spin_multiplicity=1 e_homo_ev=-8.538 homo_lumo_gap_ha=0.3371 e_tot_ha=-780.8454 smiles=NC[C@@H](N)CS.O.O
N -2.07667 0.57439 -0.73840
C -1.06761 -0.11171 -1.55422
C -0.54830 -1.43630 -0.96088
N 0.35840 -2.04335 -1.92506
C 0.11242 -1.17454 0.40859
S -0.35831 -2.19905 1.81107
H -2.60841 -0.02220 -0.11071
H -1.69869 1.28305 -0.13854
H -0.17277 0.49315 -1.63649
H -1.54341 -0.29338 -2.50603
H -1.38763 -2.13759 -0.91181
H 0.22065 -3.00529 -2.15008
H 1.31997 -1.75639 -1.92964
H -0.15618 -0.19513 0.71780
H 1.17765 -1.18696 0.18775
H 0.17948 -3.31748 1.30190
O -2.18603 3.43235 2.02777
H -1.28907 3.74545 2.15348
H -2.52654 3.65352 1.15954
O 4.41257 1.92292 1.45476
H 4.86947 2.63777 1.90959
H 4.96898 1.13678 1.42962

---

Asked for relative energy (zero: lowest compared OMol25 entry of this formula, charge and spin) across the records above, the calculation gives 0.046, 7.638, 4.249, 1.412, 0.397, 0.492 eV in order.